Record 1
{
  "formula": "C9H13N2O9P2S",
  "method": "ωB97M-V/def2-TZVPD",
  "e_lumo_ev": 2.7,
  "charge": -1,
  "homo_lumo_gap_ev": 7.7,
  "homo_energy_ev": -5.07,
  "spin_multiplicity": 1,
  "mol_weight_g_mol": 387.223,
  "elements": ["O", "N", "P", "C", "H", "H", "O", "H", "H", "C", "S", "C", "P", "O", "C", "H", "O", "H", "O", "O", "O", "C", "H", "N", "H", "H", "H", "C", "C", "H", "C", "H", "O", "C", "H", "O"],
  "xyz": [[-4.0041, 4.9393, 0.3920], [0.8109, -3.0245, 1.3578], [4.0146, -1.5991, -0.2458], [0.4430, -1.5961, -0.5865], [5.2520, -1.4634, -1.9075], [-2.8315, 2.7957, -3.0471], [3.5311, -2.8647, -0.8100], [4.5480, -2.0497, 1.7449], [1.0424, -2.3462, -1.0824], [-2.4050, 3.5738, -2.4222], [-2.9760, 5.1232, -0.5682], [0.4444, -3.4707, 2.5626], [2.4952, -0.3164, 0.6328], [5.0566, -1.8410, 0.9510], [0.0062, -2.1412, 0.7697], [3.0927, 0.9449, 0.4111], [-2.4554, 6.4182, -0.8352], [-0.9426, -3.4349, 4.1822], [-1.0889, -2.1945, -2.2834], [4.8455, -0.7814, -1.3539], [-1.7601, 4.1472, -0.2560], [-1.7704, 3.0222, -1.1687], [1.0830, -4.1895, 3.0538], [1.1891, -0.3183, -0.4828], [-1.7004, 4.1708, -3.0053], [-2.3663, 2.2198, -0.7363], [-2.4733, -1.8194, 3.0518], [-1.5647, -2.1503, 2.5755], [-0.7765, -1.3091, -1.4851], [-1.7986, -0.9691, 0.7901], [-0.7107, -3.0531, 3.1979], [0.4951, 0.3478, -0.1427], [-3.4431, 4.4485, -1.9376], [-1.1925, -1.6817, 1.3226], [-0.7598, 2.6629, -1.3311], [-1.3299, -0.2000, -1.3082]],
  "atomic_forces_ev_per_a": [[-0.1, 0.2, 0.1], [-0.1, -0.1, 0.4], [-0.4, -0.3, -1.1], [0.0, -0.1, 0.1], [0.0, 0.1, -0.3], [-0.2, 0.0, 0.1], [-0.2, -0.1, 0.0], [0.1, -0.1, 0.1], [0.3, 0.0, 0.0], [0.4, 0.1, -0.2], [0.2, -0.4, -0.2], [-0.4, 0.4, -0.2], [-0.2, -0.2, 1.2], [0.1, 0.6, 0.2], [-0.1, 0.3, -0.7], [0.1, -0.1, -0.4], [0.0, 0.2, 0.1], [0.0, -0.1, 0.1], [-0.1, -0.4, -0.1], [0.4, 0.0, 0.5], [0.0, 0.2, -0.2], [-0.2, -0.5, 0.1], [0.2, -0.1, 0.0], [0.4, -0.1, 0.2], [0.0, 0.0, 0.0], [0.1, -0.1, 0.0], [-0.1, 0.0, 0.1], [0.7, 0.0, -0.5], [-0.1, -0.1, -0.4], [0.0, 0.1, -0.2], [-0.2, -0.1, 0.4], [-0.1, 0.2, -0.3], [-0.1, -0.1, 0.2], [0.0, -0.3, 0.8], [0.1, 0.1, 0.1], [-0.2, 0.9, 0.3]]
}



Record 2
{
  "formula": "C9H13N2OP",
  "method": "ωB97M-V/def2-TZVPD",
  "e_lumo_ev": [0.6, 0.4],
  "charge": 0,
  "e_above_lowest_kj_mol": 472.2,
  "homo_lumo_gap_ev": [7.3, 8.0],
  "homo_energy_ev": [-6.70, -7.60],
  "spin_multiplicity": 1,
  "mol_weight_g_mol": 196.190,
  "elements": ["C", "H", "H", "C", "H", "H", "C", "N", "H", "H", "H", "H", "H", "O", "C", "H", "N", "H", "C", "H", "C", "H", "P", "C", "C", "C"],
  "xyz": [[2.3196, -0.7296, 1.8169], [-3.2567, -0.8232, 0.0191], [-0.4899, 1.8879, 1.7275], [0.1900, -2.2097, -1.1859], [1.2077, 0.3597, -2.3336], [-2.8566, 0.9385, 0.3140], [-2.5233, -0.0429, 0.2772], [0.2197, 1.0950, 1.9672], [0.4446, 2.8849, -0.3295], [-1.2219, 2.3375, 0.1923], [-2.1070, -0.3632, 1.1424], [-0.7597, 2.5550, -1.5640], [-1.7368, 0.0702, -1.8108], [3.3378, -1.4139, 1.7651], [-1.3819, 0.0123, -0.7551], [0.2512, -4.0917, -1.9475], [-0.1817, -3.2337, -1.6797], [1.9724, 1.0137, -0.9130], [0.3108, 0.3987, 0.9900], [0.5161, -1.6837, 1.5943], [-0.0966, 0.6701, -0.4664], [2.1888, -0.0261, 2.6555], [1.6583, -1.3279, -0.6737], [1.1148, -0.8950, 1.0330], [-0.3112, 2.2460, -0.6131], [1.1915, 0.3712, -1.2219]],
  "atomic_forces_ev_per_a": [[2.5, -1.1, 2.6], [0.0, 0.8, -0.2], [1.9, -1.1, 0.8], [-0.6, 1.7, 0.3], [-0.5, 0.3, 0.6], [-1.5, 1.7, 0.5], [1.3, -1.6, -3.5], [-2.8, 4.1, 3.3], [2.0, 1.1, 0.7], [1.9, 0.7, -1.9], [1.0, -0.6, 3.2], [0.3, -0.3, 0.1], [0.5, 0.0, 0.8], [-1.4, 1.0, -0.4], [-0.6, -1.7, -1.7], [0.9, -0.5, -0.1], [-1.7, -0.6, -0.3], [0.8, 0.8, 0.5], [1.1, -3.0, -4.3], [0.6, 0.7, -0.9], [0.0, 3.4, 0.2], [0.3, 0.3, -0.1], [1.2, -0.4, -0.1], [-1.2, -1.1, -0.3], [-5.1, -2.2, 1.7], [-0.9, -2.3, -1.4]]
}



Record 3
{
  "formula": "C9H13N2OP",
  "method": "ωB97M-V/def2-TZVPD",
  "e_lumo_ev": 0.4,
  "charge": 0,
  "e_above_lowest_kj_mol": 415.4,
  "homo_lumo_gap_ev": 8.4,
  "homo_energy_ev": -8.07,
  "spin_multiplicity": 1,
  "mol_weight_g_mol": 196.190,
  "elements": ["C", "P", "H", "H", "C", "C", "H", "C", "O", "C", "N", "H", "H", "H", "H", "H", "C", "C", "H", "H", "H", "H", "C", "C", "H", "N"],
  "xyz": [[0.4263, 0.1414, 1.5557], [1.1194, -1.4419, -1.9318], [1.5992, -2.9381, 2.5866], [1.8876, -0.4311, -1.4587], [-2.2000, -0.7235, -3.0317], [0.7425, 1.0277, 2.6939], [0.1714, -1.9319, 0.9593], [-0.2685, 2.1185, 2.6802], [-0.7690, 2.5145, 3.7690], [-0.3802, -0.5701, -1.4864], [-1.4569, -0.2202, -1.9117], [0.6119, 0.5452, 3.6754], [-2.3968, -1.7835, -2.9609], [-1.3857, 1.9800, -0.3922], [-1.3912, 3.1899, 1.5415], [1.9542, -1.3189, 3.5710], [1.4860, -1.8492, 2.6351], [0.0648, 0.6756, 0.3927], [-1.5770, -0.5859, -3.8899], [0.8921, -1.0782, -3.3496], [0.2941, 2.8046, -0.4163], [1.7684, 1.3945, 2.6796], [0.7071, -1.2592, 1.6840], [-0.3997, 2.0831, 0.1398], [-3.1289, -0.2055, -3.2971], [-0.6123, 2.6227, 1.4928]],
  "atomic_forces_ev_per_a": [[0.6, 0.2, -1.2], [-1.1, -1.4, -1.4], [0.1, 0.5, 0.2], [0.9, 1.0, -0.1], [0.2, 0.0, -0.9], [-0.2, 0.0, 1.1], [0.9, 0.7, 0.6], [-0.5, 0.8, 3.2], [0.8, -0.5, -2.5], [0.8, 2.5, 3.2], [-1.6, 0.1, 0.6], [0.0, 0.0, -0.4], [-0.1, -0.3, 0.3], [0.8, 0.4, 0.4], [-1.7, 1.6, 0.4], [-0.9, -0.9, -2.2], [-0.4, 0.9, 0.6], [-0.6, -1.5, -3.2], [0.5, -0.1, -1.0], [0.7, -0.1, 1.0], [-0.8, -1.4, 0.4], [0.1, 0.2, -0.2], [0.5, -2.4, 0.7], [0.7, -0.5, 0.8], [0.2, 0.1, 0.8], [0.2, 0.0, -1.1]]
}



Record 4
{
  "formula": "C9H13N2PS2",
  "method": "ωB97M-V/def2-TZVPD",
  "e_lumo_ev": -0.6,
  "charge": 0,
  "e_above_lowest_kj_mol": 478.5,
  "homo_lumo_gap_ev": 7.1,
  "homo_energy_ev": -7.68,
  "spin_multiplicity": 1,
  "mol_weight_g_mol": 244.325,
  "elements": ["C", "H", "C", "C", "P", "H", "N", "C", "H", "C", "C", "N", "C", "H", "S", "H", "H", "H", "H", "C", "C", "S", "H", "H", "H", "H", "H"],
  "xyz": [[0.2749, 0.9371, 0.9352], [0.0290, -1.1239, -1.6426], [-0.2021, -2.1830, -1.3196], [1.0338, -1.2673, 1.0200], [-0.3045, -2.2573, 0.5998], [-2.4769, 0.5668, 2.2590], [-0.6916, 0.4011, 0.3701], [-3.8063, -0.4221, 0.9248], [-4.4462, -0.9705, 1.5012], [3.5187, 0.4774, -1.2644], [2.7966, 0.5310, 1.0899], [1.4054, -0.0412, 0.9796], [-1.9810, 1.0874, 0.1548], [-1.1704, -2.5592, -1.6750], [1.8173, -2.7597, 0.8799], [-1.9647, 2.1507, 0.5589], [2.8108, 1.2071, 1.9282], [3.4328, -0.4819, 1.1174], [-2.1796, 1.0354, -0.8957], [-2.8676, 0.4417, 1.2227], [3.1658, 1.1125, -0.1650], [0.4464, 2.4819, 1.4880], [2.9658, 2.1149, -0.2543], [-4.1500, -0.6351, -0.0989], [3.7299, 0.9114, -2.2295], [3.7482, -0.5940, -1.1134], [0.5271, -2.8507, -1.6648]],
  "atomic_forces_ev_per_a": [[0.9, 0.7, -0.1], [-0.5, -1.3, 0.3], [-1.3, 1.9, 1.2], [2.6, 0.7, -0.7], [-1.3, -0.1, -1.5], [-0.5, 0.2, -0.8], [-2.9, -1.2, -1.8], [-0.5, 0.3, -2.5], [-1.1, -1.1, 2.5], [0.9, -1.8, 0.7], [0.4, -5.1, 0.5], [-0.3, 1.0, 1.3], [1.0, 1.0, 3.4], [0.1, 0.5, -0.1], [0.6, -0.5, 0.7], [0.5, -0.8, -1.2], [0.2, -0.1, 0.4], [-1.0, 2.2, 0.9], [-0.9, -0.2, -0.3], [1.0, -0.4, -0.5], [-0.1, 0.6, -2.1], [0.8, 1.0, 0.8], [-0.4, 2.5, -0.1], [0.7, 0.6, -0.1], [-0.1, 0.2, 0.1], [-0.2, 0.4, -0.6], [1.2, -0.9, -0.3]]
}